*1*
11
Properties=species:S:1:pos:R:3:lowdin_charge:R:1 method="wB97M-V/def2-TZVPD" orbital_gap_ev=9.5 homo_ha=-0.3141 lumo_ev=0.95
C 2.074 0.722 0.924 -0.08
C -0.524 0.320 -0.822 -0.20
C -0.240 -1.072 -0.416 -0.22
C -0.095 0.034 0.641 -0.10
O 2.466 1.490 0.139 0.04
H 2.656 0.228 1.752 0.09
H 0.330 0.947 -1.288 0.11
H -1.459 0.750 -1.123 0.08
H -1.005 -1.866 -0.252 0.10
H 0.667 -1.684 -0.686 0.10
H -0.784 0.278 1.437 0.06

***

*2*
11
Properties=species:S:1:pos:R:3:lowdin_charge:R:1 method="wB97M-V/def2-TZVPD" smiles="C1=COCC1" orbital_gap_ev=9.7 homo_ha=-0.3159 lumo_ev=1.10
C -0.695 0.827 -0.497 -0.11
C 0.294 0.424 -1.303 -0.19
O 1.083 -0.590 -0.837 -0.13
C 0.804 -0.666 0.610 -0.17
C -0.711 -0.183 0.680 -0.18
H -1.453 1.619 -0.740 0.11
H 0.548 0.823 -2.281 0.12
H 1.020 -1.767 0.999 0.14
H 1.552 0.113 1.205 0.16
H -0.870 0.346 1.714 0.12
H -1.572 -0.946 0.451 0.13

***

*3*
11
Properties=species:S:1:pos:R:3:lowdin_charge:R:1 method="wB97M-V/def2-TZVPD" smiles="C1=CCOC1" orbital_gap_ev=9.9 homo_ha=-0.3320 lumo_ev=0.88
C -0.056 -0.666 0.846 -0.10
C -0.449 -1.085 -0.377 -0.09
C -0.424 0.162 -1.230 -0.21
O 0.298 1.162 -0.490 -0.14
C 0.386 0.755 0.857 -0.21
H 0.043 -1.364 1.672 0.11
H 0.506 -1.664 -0.196 0.14
H -1.446 0.524 -1.429 0.12
H 0.061 0.018 -2.198 0.11
H -0.275 1.316 1.521 0.12
H 1.422 0.870 1.211 0.13

***

Top of the stability list: *2*, leading by 1.750 eV.

***

*1*
16
Properties=species:S:1:pos:R:3:lowdin_charge:R:1 method="wB97M-V/def2-TZVPD" orbital_gap_ev=10.4 homo_ha=-0.5167 charge=+1 lumo_ev=-3.63
C 0.805 -1.787 -0.379 -0.01
C 0.226 -0.470 -0.629 -0.21
C -0.925 0.128 -0.189 -0.02
N -1.013 1.389 -0.700 0.12
C 0.013 1.577 -1.563 -0.03
N 0.843 0.572 -1.350 0.16
H 1.873 -1.904 -0.205 0.10
H 0.520 -2.585 -1.077 0.10
H 0.337 -2.205 0.529 0.10
H -1.332 -0.165 0.761 0.12
H -1.706 2.078 -0.468 0.18
H 0.007 2.324 -2.341 0.17
H 1.803 0.538 -1.692 0.19
H -1.006 0.334 2.526 -0.01
H -0.275 0.038 3.860 0.05
O -0.168 0.138 2.916 -0.03

***

*2*
16
Properties=species:S:1:pos:R:3:lowdin_charge:R:1 method="wB97M-V/def2-TZVPD" smiles="CC(C)=N[N+](C)=O" orbital_gap_ev=8.6 homo_ha=-0.5672 charge=+1 lumo_ev=-6.81
C 1.078 -0.320 1.141 -0.05
C 0.708 0.284 -0.137 -0.37
C 1.422 1.614 -0.481 -0.01
N -0.195 -0.146 -0.941 0.21
N -0.918 -1.558 -0.708 -0.15
C -2.123 -1.647 -1.458 0.01
O -0.313 -2.382 -0.121 0.21
H 1.236 -1.441 1.196 0.10
H 0.333 -0.147 2.012 0.14
H 2.016 0.276 1.468 0.12
H 1.079 2.017 -1.422 0.07
H 2.543 1.461 -0.657 0.12
H 1.173 2.355 0.400 0.15
H -2.755 -2.527 -1.160 0.13
H -1.972 -1.777 -2.608 0.17
H -2.772 -0.707 -1.335 0.15

***

Top of the stability list: *1*, leading by 4.806 eV.

***

*1*
13
Properties=species:S:1:pos:R:3:lowdin_charge:R:1 method="wB97M-V/def2-TZVPD" smiles=CNC(C)(F)F orbital_gap_ev=10.8 homo_ha=-0.3611 lumo_ev=0.98
C 1.479 -0.556 0.105 -0.15
N 0.227 -0.768 0.838 -0.05
C -1.001 -0.119 0.131 -0.57
C -0.665 1.222 -0.357 -0.01
F -2.008 -0.047 1.112 0.02
F -1.547 -0.936 -0.833 0.06
H 1.682 0.548 0.283 0.09
H 2.184 -1.217 0.495 0.04
H 1.328 -0.865 -1.047 0.13
H 0.005 -1.845 0.850 0.15
H -1.498 1.620 -0.938 0.10
H -0.349 1.938 0.407 0.11
H 0.163 1.025 -1.045 0.07

***

*2*
13
Properties=species:S:1:pos:R:3:lowdin_charge:R:1 method="wB97M-V/def2-TZVPD" smiles="C=CC.FNF" orbital_gap_ev=10.3 homo_ha=-0.3444 lumo_ev=0.97
C -0.539 -0.047 -1.547 -0.03
C 0.149 0.924 -0.991 -0.25
C 1.501 0.754 -0.276 -0.09
H -1.342 0.185 -2.129 0.01
H -0.247 -1.118 -1.325 0.09
H -0.050 1.901 -1.108 0.05
H 1.851 1.727 -0.049 0.05
H 2.044 0.325 -1.152 0.09
H 1.347 -0.011 0.517 0.06
F -1.510 -0.358 2.889 -0.05
N -1.212 -0.950 1.703 -0.03
F -0.012 -1.585 1.914 -0.07
H -1.979 -1.747 1.553 0.18

***

Top of the stability list: *1*, leading by 5.024 eV.

***

*1*
23
Properties=species:S:1:pos:R:3:lowdin_charge:R:1 method="wB97M-V/def2-TZVPD" smiles=Cc1ccccc1.CC orbital_gap_ev=10.0 homo_ha=-0.3322 lumo_ev=1.00
C -2.038 1.929 1.591 -0.06
C -0.628 1.487 1.305 -0.28
C -0.235 0.167 1.504 -0.06
C 1.089 -0.222 1.362 -0.10
C 2.038 0.718 0.987 -0.11
C 1.666 2.027 0.743 -0.09
C 0.352 2.419 0.949 -0.05
H -2.191 2.973 1.336 0.07
H -2.302 1.715 2.622 0.08
H -2.757 1.365 0.982 0.08
H -0.999 -0.568 1.730 0.11
H 1.405 -1.229 1.595 0.10
H 3.064 0.429 0.805 0.10
H 2.416 2.749 0.423 0.10
H 0.050 3.447 0.809 0.10
C 0.250 -1.746 -2.232 -0.17
C -0.457 -3.091 -2.475 -0.17
H -0.430 -1.060 -1.726 0.05
H 1.037 -1.892 -1.482 0.05
H 0.642 -1.352 -3.165 0.06
H -0.581 -3.671 -1.568 0.05
H 0.082 -3.654 -3.240 0.06
H -1.475 -2.938 -2.855 0.06

***

*2*
23
Properties=species:S:1:pos:R:3:lowdin_charge:R:1 method="wB97M-V/def2-TZVPD" smiles=Cc1ccccc1.CC orbital_gap_ev=10.0 homo_ha=-0.3313 lumo_ev=0.96
C -2.055 -0.571 0.299 -0.06
C -1.057 0.109 -0.594 -0.29
C -0.873 1.484 -0.547 -0.06
C -0.096 2.121 -1.511 -0.09
C 0.686 1.360 -2.357 -0.11
C 0.543 -0.023 -2.400 -0.09
C -0.362 -0.632 -1.554 -0.06
H -3.063 -0.307 -0.025 0.08
H -2.043 -0.284 1.356 0.08
H -1.902 -1.647 0.343 0.07
H -1.373 2.061 0.223 0.11
H 0.018 3.196 -1.455 0.10
H 1.351 1.836 -3.068 0.10
H 1.103 -0.621 -3.110 0.10
H -0.548 -1.706 -1.571 0.11
C 1.525 -1.875 2.762 -0.17
C 1.359 -0.989 3.987 -0.18
H 2.083 -2.790 3.017 0.06
H 0.651 -2.370 2.339 0.05
H 2.058 -1.333 1.981 0.06
H 0.339 -0.943 4.389 0.06
H 1.984 -1.285 4.837 0.06
H 1.638 0.046 3.804 0.06

***

Top of the stability list: *1*, leading by 0.228 eV.